1.
This record from the OMol25 dataset describes a molecular structure, C8H10F6N2O4PtS2Se. The level of theory is wB97M-V/def2-TZVPD.

Each line ends with the Mulliken charge.
Positions of all 34 atoms, in Å:
Pt  0.378  -0.807  -0.331  0.6315
F  5.368  -0.193  -1.201  -0.1983
C  4.553  0.834  -1.399  0.6104
F  4.426  1.519  -0.269  -0.1943
F  5.052  1.623  -2.340  -0.2079
S  2.914  0.190  -1.942  1.1422
O  2.481  -0.544  -0.738  -0.7028
O  3.144  -0.559  -3.124  -0.5927
N  2.078  1.487  -2.211  -0.4500
S  0.841  2.046  -1.449  1.1219
O  0.523  1.314  -0.198  -0.6016
O  -0.251  2.348  -2.306  -0.6579
C  1.427  3.654  -0.766  0.5966
F  2.432  3.461  0.077  -0.1883
F  1.823  4.435  -1.759  -0.2062
F  0.418  4.230  -0.122  -0.1959
C  -3.527  -1.700  1.216  -1.6287
C  -2.137  -1.067  1.293  2.5980
C  -2.307  0.492  1.466  -1.6729
C  -1.313  -1.625  2.445  -1.6612
C  -1.448  -1.007  0.005  -1.5472
H  -4.059  -1.511  2.150  0.4131
H  -3.454  -2.774  1.061  0.4181
H  -4.111  -1.276  0.398  0.3937
H  -2.926  0.615  2.355  0.4780
H  -2.826  0.955  0.625  0.4351
H  -1.351  0.989  1.617  0.3538
H  -1.852  -1.487  3.383  0.4394
H  -0.346  -1.127  2.521  0.3531
H  -1.137  -2.692  2.303  0.3591
H  -2.124  -0.935  -0.854  0.7113
Se  0.650  -3.183  -0.518  -0.0948
C  -1.114  -3.699  -0.650  0.2340
N  -2.224  -4.003  -0.737  -0.4884

Calculated values
HOMO-LUMO gap: 7.7 eV
LUMO energy: -1.5 eV
Relative energy (zero: lowest compared OMol25 entry of this formula, charge and spin): 1.51 kcal/mol

2.
This record from the OMol25 dataset describes 2 unconnected molecules or ions with the total composition C8H10FN2 in a non-equilibrium geometry. The level of theory is wB97M-V/def2-TZVPD.

Each line ends with the Mulliken charge.
Positions of all 21 atoms, in Å:
C  -2.760  1.287  1.103  -0.1127
C  -2.769  0.811  -0.226  -0.5672
C  -1.556  1.683  1.757  -0.6557
C  -1.619  0.748  -0.962  -0.2550
C  -0.446  1.563  0.990  -0.3385
C  -0.366  0.987  -0.313  0.7332
C  2.033  -1.773  -0.426  -0.0129
C  0.790  0.831  -1.012  -0.2654
N  1.360  -2.632  0.305  -0.2863
N  3.279  -1.863  -0.897  -0.2918
F  1.926  1.387  -0.483  -0.2024
H  -3.689  1.506  1.529  0.4147
H  -3.793  0.574  -0.647  0.3238
H  -1.747  2.295  2.639  0.3613
H  -1.438  0.404  -1.984  0.3120
H  0.517  1.711  1.340  0.4671
H  0.612  0.406  -1.946  0.5151
H  0.433  -2.790  0.681  0.2132
H  1.800  -3.443  0.736  0.2100
H  3.580  -1.016  -1.336  0.2491
H  3.853  -2.678  -0.848  0.1883

Calculated values
Total charge: +1
HOMO-LUMO gap (spin up / spin down): 6.0 / 6.0 eV
LUMO energy (spin up / spin down): -5.7 / -5.7 eV
Relative energy (zero: lowest compared OMol25 entry of this formula, charge and spin): 73.00 kcal/mol

3.
This record from the OMol25 dataset describes 2 unconnected molecules or ions with the total composition C8H10FOS in a non-equilibrium geometry. The level of theory is wB97M-V/def2-TZVPD.

Each line ends with the Mulliken charge.
Positions of all 21 atoms, in Å:
C  3.412  -0.679  0.063  -0.5112
C  2.502  -1.663  -0.259  -0.4693
C  2.909  0.633  0.170  -0.1910
C  1.137  -1.441  -0.240  -0.4146
C  1.504  0.831  0.042  0.4350
C  0.702  -0.208  -0.105  0.1532
C  -2.068  0.658  1.561  -0.9337
C  -2.890  0.711  -1.473  -0.9055
O  -2.311  -1.371  0.080  -0.5437
F  1.086  2.116  0.076  -0.2714
S  -1.861  -0.041  -0.034  0.8660
H  4.493  -0.902  0.105  0.3799
H  2.762  -2.595  -0.589  0.4629
H  3.509  1.624  0.315  0.3364
H  0.540  -2.308  -0.157  0.4260
H  -1.420  1.484  1.896  0.3733
H  -1.835  -0.237  2.151  0.3618
H  -3.071  0.942  1.722  0.3730
H  -3.773  0.072  -1.667  0.3761
H  -2.266  0.587  -2.319  0.3397
H  -3.063  1.787  -1.339  0.3574

Calculated values
Total charge: +1
HOMO-LUMO gap (spin up / spin down): 7.2 / 7.2 eV
LUMO energy (spin up / spin down): -6.2 / -6.2 eV
Relative energy (zero: lowest compared OMol25 entry of this formula, charge and spin): 48.09 kcal/mol

4.
This record from the OMol25 dataset describes a molecular structure, C8H10I2O in a non-equilibrium geometry. The level of theory is wB97M-V/def2-TZVPD.

Each line ends with the Mulliken charge.
Positions of all 21 atoms, in Å:
C  1.297  -0.954  -0.827  -0.3266
C  0.250  -1.206  -1.608  -0.7984
C  0.377  1.141  -1.341  -0.7184
C  1.179  0.443  -0.223  0.0159
C  -0.688  0.014  -1.554  -0.2949
C  0.171  0.369  0.885  1.0986
C  -1.323  -0.058  -0.225  -1.0290
C  0.190  -0.609  2.111  -1.9679
O  -0.160  1.567  1.463  -0.5811
I  -2.288  -1.913  0.189  0.1353
I  -2.808  1.497  -0.005  0.1560
H  2.136  -1.636  -0.469  0.3704
H  0.061  -2.116  -2.096  0.5258
H  -0.239  2.082  -1.216  0.3046
H  1.060  1.392  -2.283  0.2718
H  2.142  1.085  0.113  0.3652
H  -1.298  0.041  -2.348  0.6613
H  -0.666  -0.625  2.743  0.4781
H  0.962  -0.336  2.697  0.6134
H  0.479  -1.693  1.809  0.3194
H  -0.834  1.515  2.186  0.4005

Calculated values
HOMO-LUMO gap: 8.9 eV
LUMO energy: 0.2 eV
Relative energy (zero: lowest compared OMol25 entry of this formula, charge and spin): 28.42 kcal/mol

5.
This record from the OMol25 dataset describes a molecular structure, C8H10INS2 in a non-equilibrium geometry. The level of theory is wB97M-V/def2-TZVPD.

Each line ends with the Mulliken charge.
Positions of all 22 atoms, in Å:
C  -1.358  -0.729  -0.086  -0.9635
C  -0.064  -0.909  -0.295  0.2964
C  0.442  1.391  -0.126  0.0562
C  1.930  -0.240  -1.313  -0.8307
C  2.119  -1.776  -1.219  -0.6414
C  -1.857  0.509  0.548  0.2093
C  1.011  0.074  -0.106  0.5859
C  -1.934  0.310  2.060  -1.1341
N  -0.910  1.705  0.374  -0.5473
S  1.363  2.569  -0.817  -0.3550
S  0.522  -2.541  -0.610  -0.1693
I  -1.594  3.626  -0.266  0.1677
H  -2.186  -1.378  -0.251  0.4714
H  2.991  0.082  -1.158  0.2630
H  1.568  0.291  -2.254  0.4141
H  2.216  -2.375  -2.163  0.3724
H  2.905  -2.169  -0.546  0.3338
H  -2.883  0.851  0.037  0.3372
H  1.586  -0.226  0.828  0.1922
H  -0.863  0.148  2.381  0.2735
H  -2.634  -0.436  2.465  0.3608
H  -2.369  1.221  2.515  0.3073

Calculated values
HOMO-LUMO gap: 7.3 eV
LUMO energy: -0.8 eV

6.
This record from the OMol25 dataset describes a molecular structure, C8H10IP in a non-equilibrium geometry. The level of theory is wB97M-V/def2-TZVPD.

Each line ends with the Mulliken charge.
Positions of all 20 atoms, in Å:
C  -1.758  2.421  0.218  -0.2402
C  -1.501  1.723  -0.956  -0.5397
C  -1.131  1.939  1.331  -0.6292
C  -0.560  0.778  -1.133  -0.5951
C  -0.465  0.677  1.290  -0.4950
C  -0.065  0.122  0.010  1.2915
C  0.823  -2.007  -1.188  -1.1892
C  0.794  -0.974  -0.138  -0.2027
P  1.438  -1.602  1.497  0.0461
I  3.249  0.465  -0.465  -0.1980
H  -2.469  3.267  0.097  0.3422
H  -1.737  2.289  -1.841  0.2822
H  -1.256  2.364  2.320  0.3673
H  -0.190  0.580  -2.073  0.4137
H  -0.048  0.210  2.252  0.1950
H  1.527  -2.803  -0.867  0.3471
H  -0.118  -2.676  -1.008  0.3354
H  0.929  -1.676  -2.168  0.3338
H  0.392  -2.371  1.972  0.0863
H  2.146  -2.727  0.850  0.0486

Calculated values
HOMO-LUMO gap (spin up / spin down): 6.5 / 6.5 eV
LUMO energy (spin up / spin down): -1.8 / -1.8 eV
Relative energy (zero: lowest compared OMol25 entry of this formula, charge and spin): 32.20 kcal/mol